Entry 1:
DFT (ωB97M-V with the def2-TZVPD basis set) results for a cluster of 4 separate species, C5H16IN4O3 in total in a non-equilibrium geometry.

Positions of all 29 atoms, in Å:
I (1.711, 0.937, 0.888)
C (-1.420, 3.278, -3.575)
C (-0.783, 2.970, -2.256)
C (-1.606, 3.129, -0.962)
O (-0.366, 1.604, -2.296)
H (-0.707, 3.242, -4.398)
H (-1.872, 4.268, -3.503)
H (-2.338, 2.698, -3.677)
H (0.027, 3.697, -2.198)
H (-1.161, 2.739, -0.047)
H (-2.663, 2.879, -1.063)
H (-1.697, 4.184, -0.704)
H (-0.001, 1.357, -1.443)
C (-1.063, -2.166, 2.902)
O (-1.506, -3.126, 3.534)
N (-1.637, -1.064, 2.562)
N (0.070, -2.138, 2.234)
H (-2.632, -1.035, 2.734)
H (-1.134, -0.370, 2.029)
H (0.641, -2.970, 2.272)
H (0.458, -1.225, 2.046)
C (2.655, -3.350, 0.446)
O (3.088, -4.474, 0.079)
N (3.030, -2.711, 1.544)
N (1.756, -2.626, -0.227)
H (3.662, -3.168, 2.185)
H (2.685, -1.792, 1.784)
H (1.522, -1.704, 0.112)
H (1.281, -3.063, -1.003)

Computed properties:
Total charge: 0
HOMO level (spin up / spin down) in eV: -9.87 / -9.86
Gap between HOMO and LUMO (spin up / spin down) in eV: 9.76 / 4.91
2S+1: 2



Entry 2:
DFT (ωB97M-V with the def2-TZVPD basis set) results for a cluster of 11 separate species, C98H60O36 in total in a non-equilibrium geometry.

Positions of all 194 atoms, in Å:
O (-2.750, -2.348, -1.845)
C (-3.632, -2.823, -1.142)
C (-3.586, -2.758, 0.329)
C (-2.407, -2.224, 0.990)
C (-2.440, -2.124, 2.399)
C (-3.563, -2.497, 3.147)
C (-4.705, -2.987, 2.461)
C (-4.726, -3.128, 1.102)
C (-6.001, -3.671, 0.538)
O (-6.972, -3.880, 1.204)
C (-5.943, -3.972, -0.902)
C (-7.051, -4.697, -1.453)
C (-6.956, -5.100, -2.808)
C (-5.896, -4.649, -3.601)
C (-4.895, -3.865, -3.045)
C (-4.844, -3.562, -1.711)
H (-1.497, -1.969, 0.467)
H (-1.623, -1.593, 2.866)
H (-3.534, -2.146, 4.168)
H (-5.532, -3.301, 3.080)
H (-7.973, -4.996, -0.976)
H (-7.750, -5.710, -3.214)
H (-5.725, -5.042, -4.592)
H (-4.060, -3.584, -3.670)
O (0.593, -2.723, -4.169)
C (-0.223, -2.506, -5.062)
C (-0.353, -3.460, -6.294)
C (0.508, -4.594, -6.376)
C (0.441, -5.393, -7.486)
C (-0.395, -5.109, -8.576)
C (-1.319, -4.070, -8.465)
C (-1.309, -3.177, -7.340)
C (-2.277, -2.074, -7.269)
O (-2.942, -1.689, -8.194)
C (-2.216, -1.258, -5.931)
C (-3.141, -0.203, -5.720)
C (-2.995, 0.690, -4.671)
C (-1.946, 0.486, -3.743)
C (-1.079, -0.538, -3.873)
C (-1.177, -1.395, -4.949)
H (1.259, -4.729, -5.612)
H (1.182, -6.178, -7.489)
H (-0.414, -5.605, -9.535)
H (-2.070, -3.852, -9.211)
H (-3.855, 0.106, -6.469)
H (-3.774, 1.423, -4.528)
H (-1.812, 1.004, -2.805)
H (-0.306, -0.625, -3.124)
O (8.184, -3.810, 6.392)
C (7.261, -3.490, 7.018)
C (5.921, -3.386, 6.371)
C (5.782, -3.375, 4.979)
C (4.570, -3.253, 4.307)
C (3.429, -2.983, 5.061)
C (3.558, -3.016, 6.488)
C (4.800, -3.117, 7.188)
C (4.826, -2.891, 8.658)
O (3.817, -2.774, 9.374)
C (6.211, -2.808, 9.238)
C (6.355, -2.250, 10.538)
C (7.557, -2.326, 11.149)
C (8.634, -2.917, 10.527)
C (8.579, -3.258, 9.181)
C (7.353, -3.258, 8.503)
H (6.659, -3.658, 4.416)
H (4.388, -3.287, 3.243)
H (2.425, -2.971, 4.664)
H (2.643, -2.957, 7.057)
H (5.570, -1.689, 11.023)
H (7.642, -2.010, 12.178)
H (9.605, -3.062, 10.976)
H (9.453, -3.710, 8.736)
O (1.325, 3.051, 3.861)
C (0.930, 2.859, 2.693)
C (0.950, 3.915, 1.666)
C (1.671, 5.082, 1.918)
C (1.750, 6.186, 1.054)
C (1.260, 6.004, -0.215)
C (0.652, 4.754, -0.563)
C (0.556, 3.715, 0.319)
C (0.196, 2.279, -0.111)
O (-0.242, 2.078, -1.155)
C (0.564, 1.209, 0.762)
C (0.551, -0.109, 0.246)
C (1.135, -1.214, 0.936)
C (1.411, -0.981, 2.371)
C (1.140, 0.246, 2.981)
C (0.800, 1.407, 2.142)
H (2.067, 5.293, 2.900)
H (2.147, 7.159, 1.304)
H (1.021, 6.854, -0.837)
H (0.323, 4.670, -1.588)
H (0.185, -0.207, -0.766)
H (1.360, -2.172, 0.491)
H (1.774, -1.807, 2.965)
H (1.460, 0.483, 3.985)
O (-0.363, 4.009, -4.030)
C (-0.108, 3.206, -4.933)
C (-0.726, 3.246, -6.326)
C (-0.400, 2.405, -7.311)
O (-0.834, 2.617, -8.563)
C (0.447, 1.171, -7.263)
O (0.793, 0.454, -8.265)
C (0.931, 0.992, -5.843)
C (0.758, 1.944, -4.881)
O (1.171, 1.652, -3.598)
H (-1.383, 4.093, -6.453)
H (-0.688, 1.979, -9.265)
H (1.442, 0.064, -5.637)
H (0.509, 2.060, -3.035)
O (5.236, -0.068, -4.877)
C (5.008, -0.724, -3.823)
C (3.762, -1.489, -3.592)
C (3.435, -2.112, -2.441)
O (2.336, -2.795, -2.196)
C (4.435, -2.227, -1.283)
O (4.207, -2.784, -0.177)
C (5.648, -1.507, -1.468)
C (5.994, -0.832, -2.625)
O (7.260, -0.393, -2.934)
H (3.013, -1.530, -4.369)
H (1.679, -2.515, -2.838)
H (6.370, -1.691, -0.687)
H (7.292, -0.177, -3.869)
O (-7.222, -0.380, 1.307)
C (-6.187, 0.201, 1.314)
C (-5.445, 0.631, 0.069)
C (-4.288, 1.315, 0.073)
O (-3.660, 1.766, -1.128)
C (-3.619, 1.875, 1.264)
O (-2.680, 2.601, 1.224)
C (-4.353, 1.468, 2.507)
C (-5.487, 0.714, 2.504)
O (-5.961, 0.131, 3.670)
H (-5.814, 0.371, -0.912)
H (-3.160, 2.510, -0.785)
H (-3.955, 1.667, 3.491)
H (-6.688, -0.493, 3.610)
O (-1.981, 4.442, 4.178)
C (-2.537, 5.532, 4.252)
C (-4.049, 5.589, 4.143)
C (-4.697, 6.753, 4.163)
O (-6.082, 6.694, 4.238)
C (-4.109, 8.097, 4.252)
O (-4.713, 9.170, 4.031)
C (-2.706, 8.007, 4.473)
C (-1.971, 6.840, 4.434)
O (-0.589, 6.892, 4.550)
H (-4.678, 4.718, 4.247)
H (-6.509, 7.515, 3.981)
H (-2.208, 8.957, 4.594)
H (-0.332, 5.975, 4.432)
O (1.028, -6.003, -2.465)
C (1.070, -5.700, -1.259)
C (2.282, -6.012, -0.510)
C (2.499, -5.681, 0.821)
O (3.626, -5.996, 1.494)
C (1.490, -4.838, 1.576)
O (1.857, -4.430, 2.687)
C (0.263, -4.580, 0.816)
C (0.031, -5.093, -0.396)
O (-1.129, -4.962, -1.073)
H (3.123, -6.579, -0.882)
H (3.471, -6.799, 1.996)
H (-0.526, -4.147, 1.413)
H (-1.037, -5.354, -1.944)
O (-6.646, 3.890, -0.908)
C (-5.501, 4.352, -1.071)
C (-4.689, 4.921, 0.051)
C (-3.505, 5.518, -0.038)
O (-2.803, 6.074, 0.979)
C (-2.905, 5.779, -1.412)
O (-1.872, 6.335, -1.562)
C (-3.429, 4.898, -2.447)
C (-4.683, 4.317, -2.295)
O (-5.296, 3.594, -3.313)
H (-5.187, 4.761, 0.997)
H (-1.936, 6.340, 0.665)
H (-3.026, 4.957, -3.448)
H (-6.203, 3.343, -3.124)
O (4.587, 2.902, 2.607)
C (4.502, 2.859, 1.333)
C (4.375, 4.081, 0.445)
C (4.372, 3.859, -0.927)
O (4.265, 4.862, -1.734)
C (4.303, 2.638, -1.682)
O (4.217, 2.507, -2.917)
C (4.320, 1.462, -0.789)
C (4.417, 1.545, 0.564)
O (4.648, 0.474, 1.384)
H (4.391, 5.071, 0.876)
H (4.338, 4.527, -2.630)
H (4.339, 0.493, -1.265)
H (4.484, 0.802, 2.271)

Computed properties:
Total charge: 0
HOMO level in eV: -9.28
Gap between HOMO and LUMO in eV: 7.30
SMILES: O=C1c2ccccc2C(=O)c2ccccc21.O=C1c2ccccc2C(=O)c2ccccc21.O=C1c2ccccc2C(=O)c2ccccc21.O=C1c2ccccc2C(=O)c2ccccc21.O=C1C=C(O)C(=O)C=C1O.O=C1C=C(O)C(=O)C=C1O.O=C1C=C(O)C(=O)C=C1O.O=C1C=C(O)C(=O)C=C1O.O=C1C=C(O)C(=O)C=C1O.O=C1C=C(O)C(=O)C=C1O.O=C1C=C(O)C(=O)C=C1O



Entry 3:
DFT (ωB97M-V with the def2-TZVPD basis set) results for a cluster of 3 separate species, C5H10O2 in total.

Positions of all 17 atoms, in Å:
C (-1.020, -0.064, -1.579)
C (-0.159, 0.620, -0.840)
C (1.321, 0.914, -0.882)
O (1.219, 1.683, 0.328)
C (-0.206, 1.463, 0.410)
H (-2.079, -0.090, -1.337)
H (-0.694, -0.615, -2.459)
H (1.641, 1.524, -1.737)
H (2.000, 0.057, -0.774)
H (-0.493, 0.935, 1.329)
H (-0.771, 2.400, 0.328)
H (1.478, -0.820, 2.345)
H (1.726, -0.273, 1.901)
C (-0.988, -1.935, 0.737)
O (-1.546, -1.332, 1.620)
H (-1.544, -2.505, -0.034)
H (0.115, -1.962, 0.644)

Computed properties:
Total charge: 0
HOMO level in eV: -9.53
Gap between HOMO and LUMO in eV: 10.41
SMILES: C=C1COC1.[H][H].C=O



Entry 4:
DFT (ωB97M-V with the def2-TZVPD basis set) results for a structure of composition C16H28IN6PbSbSe4.

Positions of all 57 atoms, in Å:
Pb (-0.339, 1.098, -0.993)
N (1.684, 2.517, 0.199)
C (1.404, 2.997, 1.553)
C (0.073, 3.739, 1.603)
N (-1.046, 2.940, 1.140)
C (-1.823, 2.214, 2.128)
C (-1.294, 0.804, 2.356)
N (-1.274, 0.046, 1.103)
H (2.514, 1.937, 0.164)
H (1.824, 3.298, -0.434)
H (2.187, 3.660, 1.940)
H (1.368, 2.129, 2.216)
H (0.146, 4.629, 0.972)
H (-0.085, 4.090, 2.633)
H (-1.650, 3.454, 0.512)
H (-2.847, 2.146, 1.754)
H (-1.856, 2.745, 3.089)
H (-1.902, 0.313, 3.125)
H (-0.274, 0.846, 2.739)
H (-2.219, -0.171, 0.798)
H (-0.775, -0.842, 1.218)
Se (-1.284, 1.368, -4.417)
Sb (-1.470, 3.722, -4.464)
Se (-3.733, 2.448, -1.251)
Se (-0.693, 4.676, -2.134)
Se (-3.050, 4.360, -2.289)
C (0.935, -3.451, 1.156)
N (0.745, -2.101, 1.666)
C (0.587, -2.140, 3.111)
C (1.858, -1.207, 1.314)
C (2.198, -1.205, -0.159)
C (3.309, -1.943, -0.570)
C (3.653, -2.031, -1.910)
C (2.876, -1.376, -2.852)
C (1.779, -0.631, -2.435)
C (1.407, -0.514, -1.089)
H (1.842, -3.927, 1.562)
H (1.021, -3.438, 0.072)
H (0.076, -4.061, 1.435)
H (1.453, -2.607, 3.607)
H (-0.305, -2.708, 3.377)
H (0.482, -1.126, 3.501)
H (2.754, -1.478, 1.896)
H (1.563, -0.199, 1.619)
H (3.909, -2.464, 0.170)
H (4.519, -2.607, -2.214)
H (3.127, -1.434, -3.905)
H (1.199, -0.120, -3.201)
I (-2.988, -4.926, -2.972)
C (-2.750, -2.935, -2.511)
C (-3.553, -1.884, -2.903)
N (-3.016, -0.779, -2.368)
N (-1.908, -1.041, -1.665)
C (-1.735, -2.352, -1.739)
H (-4.438, -1.853, -3.515)
H (-3.297, 0.194, -2.480)
H (-0.891, -2.819, -1.257)

Computed properties:
Total charge: 0
HOMO level in eV: -7.10
Gap between HOMO and LUMO in eV: 6.70



Entry 5:
DFT (ωB97M-V with the def2-TZVPD basis set) results for a structure of composition C31H58Cl3N14O2SV in a non-equilibrium geometry.

Positions of all 110 atoms, in Å:
V (0.443, -0.484, -0.203)
C (3.828, -4.696, 0.225)
N (3.414, -3.397, 0.712)
C (4.385, -2.727, 1.546)
C (2.207, -2.877, 0.327)
N (2.037, -1.658, -0.101)
C (3.219, -0.914, -0.471)
C (2.884, 0.224, -1.427)
N (1.825, 1.139, -0.964)
C (1.483, 1.922, -2.170)
C (0.418, 3.035, -2.136)
N (-0.799, 2.630, -1.488)
C (-1.917, 2.666, -2.121)
N (-3.026, 2.119, -1.552)
C (-4.321, 2.144, -2.186)
C (-2.945, 1.311, -0.362)
N (-2.148, 3.276, -3.363)
C (-1.831, 4.664, -3.588)
C (-2.393, 2.483, -4.543)
C (2.364, 1.994, 0.097)
C (1.320, 2.771, 0.902)
N (0.306, 1.943, 1.529)
C (-0.553, 2.543, 2.274)
N (-1.432, 1.794, 3.049)
C (-0.970, 0.979, 4.144)
C (-2.793, 2.250, 3.217)
N (-0.668, 3.918, 2.395)
C (-0.842, 4.511, 3.700)
C (-0.904, 4.812, 1.286)
N (1.120, -3.707, 0.494)
C (1.163, -4.740, 1.506)
C (0.267, -4.057, -0.620)
H (3.857, -5.442, 1.025)
H (3.166, -5.023, -0.571)
H (4.827, -4.601, -0.205)
H (4.783, -3.461, 2.253)
H (5.224, -2.320, 0.972)
H (3.903, -1.936, 2.118)
H (3.729, -0.529, 0.421)
H (3.902, -1.590, -1.005)
H (3.808, 0.792, -1.629)
H (2.555, -0.238, -2.361)
H (2.406, 2.398, -2.542)
H (1.158, 1.204, -2.927)
H (0.824, 3.930, -1.648)
H (0.266, 3.297, -3.192)
H (-4.490, 1.240, -2.782)
H (-5.092, 2.200, -1.416)
H (-4.410, 3.014, -2.832)
H (-1.896, 1.196, -0.072)
H (-3.495, 1.784, 0.456)
H (-3.394, 0.330, -0.553)
H (-1.503, 5.128, -2.659)
H (-1.051, 4.797, -4.348)
H (-2.727, 5.192, -3.940)
H (-2.412, 1.428, -4.278)
H (-3.340, 2.760, -5.020)
H (-1.593, 2.635, -5.277)
H (2.943, 1.371, 0.780)
H (3.061, 2.739, -0.327)
H (1.856, 3.340, 1.678)
H (0.855, 3.491, 0.238)
H (0.086, 0.766, 4.015)
H (-1.113, 1.489, 5.109)
H (-1.532, 0.043, 4.178)
H (-3.039, 2.981, 2.453)
H (-3.456, 1.387, 3.107)
H (-2.978, 2.689, 4.205)
H (-0.618, 3.776, 4.468)
H (-0.136, 5.339, 3.812)
H (-1.852, 4.909, 3.860)
H (-1.070, 4.239, 0.376)
H (-1.804, 5.404, 1.484)
H (-0.074, 5.513, 1.150)
H (1.517, -5.701, 1.123)
H (1.796, -4.430, 2.334)
H (0.145, -4.873, 1.878)
H (0.624, -4.963, -1.125)
H (-0.741, -4.257, -0.249)
H (0.263, -3.244, -1.341)
C (-2.690, -2.692, 1.666)
C (-1.429, -1.968, 1.298)
N (-1.135, -1.569, 0.078)
N (-1.970, -1.958, -0.922)
C (-1.817, -1.496, -2.190)
N (-2.609, -2.033, -3.149)
S (-0.836, -0.195, -2.460)
C (-0.393, -1.682, 2.236)
C (-0.301, -2.253, 3.517)
C (0.798, -1.982, 4.301)
C (1.763, -1.107, 3.802)
C (1.588, -0.566, 2.542)
N (0.561, -0.850, 1.747)
H (-3.553, -2.271, 1.151)
H (-2.869, -2.596, 2.732)
H (-2.624, -3.758, 1.435)
H (-2.568, -2.767, -0.762)
H (-2.904, -2.996, -3.071)
H (-2.370, -1.761, -4.092)
H (-1.078, -2.913, 3.871)
H (0.898, -2.411, 5.285)
H (2.617, -0.833, 4.401)
H (2.299, 0.159, 2.176)
Cl (2.239, -5.298, -4.272)
C (1.489, -3.706, -4.268)
Cl (-0.264, -3.902, -4.148)
Cl (1.851, -2.867, -5.793)
C (2.040, -2.793, -3.059)
O (3.171, -3.041, -2.689)
O (1.218, -1.960, -2.667)

Computed properties:
Total charge: +1
HOMO level (spin up / spin down) in eV: -9.74 / -10.30
Gap between HOMO and LUMO (spin up / spin down) in eV: 6.61 / 6.77
2S+1: 4



Entry 6:
DFT (ωB97M-V with the def2-TZVPD basis set) results for a cluster of 2 separate species, C3H3NO2 in total in a non-equilibrium geometry.

Positions of all 9 atoms, in Å:
O (-0.309, 1.708, -0.123)
C (-0.433, 0.715, 0.700)
C (-0.455, 0.001, 1.754)
O (0.642, -0.551, 1.111)
H (-0.397, 1.370, -1.040)
H (-0.895, -0.212, 2.720)
C (0.630, -1.034, -1.701)
N (0.079, -0.154, -2.203)
H (1.138, -1.844, -1.217)

Computed properties:
Total charge: 0
HOMO level in eV: -8.11
Gap between HOMO and LUMO in eV: 9.04
SMILES: OC1=CO1.C#N



Entry 7:
DFT (ωB97M-V with the def2-TZVPD basis set) results for a structure of composition C5H10O3Tb in a non-equilibrium geometry.

Positions of all 19 atoms, in Å:
C (-2.564, -1.597, -0.063)
O (-1.682, -0.511, -0.219)
C (-2.201, 0.803, 0.172)
C (-1.095, 1.804, -0.056)
H (-2.048, -2.500, -0.407)
H (-2.850, -1.720, 0.994)
H (-3.473, -1.437, -0.664)
H (-2.530, 0.712, 1.221)
H (-3.097, 0.973, -0.450)
H (-1.413, 2.551, -0.796)
H (-0.768, 2.385, 0.819)
O (1.871, -0.770, 0.945)
C (3.071, -0.567, 0.759)
C (3.545, 0.043, -0.517)
O (2.538, 0.256, -1.412)
Tb (0.487, 0.162, -0.707)
H (3.814, -0.932, 1.492)
H (4.318, -0.663, -0.904)
H (4.075, 1.010, -0.207)

Computed properties:
Total charge: +1
HOMO level (spin up / spin down) in eV: -12.94 / -13.04
Gap between HOMO and LUMO (spin up / spin down) in eV: 7.96 / 9.20
2S+1: 7



Q: total charge of number 5 (C31H58Cl3N14O2SV)?
A: +1



Q: Which value of total charge does entry 4 give?
A: 0



Q: What is the total charge in the third record?
A: 0



Q: Which value of total charge does entry 7 give?
A: +1